Entry 1:
{
  "formula": "C63H57N2O8",
  "method": "ωB97M-V/def2-TZVPD",
  "elements": ["C", "C", "C", "C", "C", "C", "C", "C", "C", "C", "C", "C", "O", "C", "C", "O", "C", "C", "C", "C", "N", "C", "N", "C", "C", "H", "H", "H", "H", "H", "H", "H", "H", "H", "H", "H", "H", "H", "H", "H", "H", "H", "H", "H", "H", "H", "H", "H", "H", "H", "H", "H", "H", "H", "H", "H", "H", "H", "C", "C", "C", "C", "C", "C", "C", "O", "C", "C", "C", "C", "C", "C", "C", "O", "H", "H", "H", "H", "H", "H", "H", "H", "C", "C", "C", "C", "C", "C", "C", "O", "C", "C", "C", "C", "C", "C", "C", "O", "H", "H", "H", "H", "H", "H", "H", "H", "C", "C", "C", "C", "C", "C", "C", "O", "C", "C", "C", "C", "C", "C", "C", "O", "H", "H", "H", "H", "H", "H", "H", "H"],
  "positions_angstrom": [[2.912, -5.018, 1.085], [2.863, -3.807, 0.128], [3.597, -4.198, -1.152], [1.390, -3.538, -0.196], [3.545, -2.661, 0.887], [3.664, -1.216, 0.362], [4.383, -1.099, -0.982], [4.584, -0.498, 1.367], [2.303, -0.528, 0.330], [1.712, -0.040, 1.486], [0.455, 0.552, 1.473], [-0.255, 0.678, 0.287], [-1.499, 1.234, 0.394], [-2.124, 1.687, -0.783], [-2.796, 0.567, -1.621], [-2.669, -0.684, -0.975], [-3.720, -1.586, -1.212], [-3.411, -2.903, -0.498], [-2.773, -2.734, 0.834], [-1.786, -3.451, 1.433], [-1.558, -2.909, 2.675], [-2.359, -1.865, 2.839], [-3.089, -1.750, 1.742], [0.327, 0.238, -0.896], [1.580, -0.359, -0.855], [2.110, -4.949, 1.817], [3.858, -5.066, 1.616], [2.780, -5.940, 0.528], [4.639, -4.432, -0.952], [3.552, -3.428, -1.911], [3.127, -5.082, -1.576], [0.830, -4.471, -0.177], [0.931, -2.844, 0.504], [1.262, -3.113, -1.187], [4.555, -2.991, 1.125], [3.026, -2.588, 1.847], [5.283, -1.705, -0.967], [3.794, -1.395, -1.838], [4.693, -0.069, -1.135], [4.279, -0.682, 2.393], [5.589, -0.899, 1.276], [4.608, 0.570, 1.182], [2.228, -0.097, 2.432], [0.040, 0.955, 2.382], [-2.882, 2.386, -0.448], [-1.435, 2.245, -1.413], [-2.342, 0.501, -2.609], [-3.846, 0.813, -1.778], [-4.674, -1.165, -0.871], [-3.847, -1.790, -2.274], [-2.763, -3.531, -1.097], [-4.339, -3.455, -0.377], [-1.258, -4.300, 1.051], [-0.869, -3.211, 3.342], [-2.409, -1.204, 3.679], [-3.735, -1.001, 1.562], [-0.177, 0.315, -1.845], [1.991, -0.712, -1.784], [3.476, 3.479, 0.187], [3.671, 3.776, 1.532], [4.756, 4.538, 1.927], [5.660, 4.998, 0.977], [5.473, 4.688, -0.371], [4.375, 3.932, -0.762], [6.443, 5.144, -1.411], [6.270, 4.878, -2.581], [7.625, 5.928, -0.957], [8.565, 6.332, -1.897], [9.666, 7.071, -1.499], [9.832, 7.413, -0.162], [8.900, 7.012, 0.780], [7.797, 6.265, 0.388], [6.818, 5.828, 1.424], [6.952, 6.132, 2.589], [2.624, 2.882, -0.115], [2.970, 3.411, 2.273], [4.917, 4.784, 2.967], [4.241, 3.705, -1.811], [8.421, 6.063, -2.934], [10.398, 7.382, -2.232], [10.691, 7.994, 0.145], [9.017, 7.270, 1.823], [-5.526, 3.489, 1.676], [-4.403, 3.015, 2.347], [-3.485, 3.895, 2.890], [-3.683, 5.263, 2.758], [-4.801, 5.742, 2.078], [-5.725, 4.852, 1.542], [-5.023, 7.211, 1.899], [-6.002, 7.618, 1.314], [-4.000, 8.137, 2.458], [-4.161, 9.504, 2.272], [-3.228, 10.385, 2.791], [-2.133, 9.906, 3.501], [-1.965, 8.545, 3.689], [-2.894, 7.655, 3.165], [-2.683, 6.196, 3.363], [-1.738, 5.763, 3.987], [-6.246, 2.798, 1.257], [-4.242, 1.947, 2.446], [-2.609, 3.541, 3.415], [-6.590, 5.242, 1.024], [-5.019, 9.863, 1.722], [-3.353, 11.449, 2.643], [-1.408, 10.598, 3.909], [-1.117, 8.160, 4.237], [-1.587, -6.715, -5.345], [-1.840, -7.949, -5.935], [-2.796, -8.794, -5.399], [-3.501, -8.413, -4.266], [-3.241, -7.179, -3.665], [-2.286, -6.332, -4.213], [-3.964, -6.757, -2.434], [-3.743, -5.677, -1.917], [-4.960, -7.698, -1.853], [-5.621, -7.349, -0.682], [-6.559, -8.206, -0.133], [-6.846, -9.416, -0.754], [-6.190, -9.772, -1.920], [-5.243, -8.919, -2.470], [-4.537, -9.335, -3.717], [-4.795, -10.384, -4.262], [-0.844, -6.055, -5.770], [-1.289, -8.249, -6.816], [-3.007, -9.753, -5.852], [-2.097, -5.376, -3.745], [-5.394, -6.403, -0.210], [-7.071, -7.933, 0.780], [-7.583, -10.082, -0.326], [-6.401, -10.710, -2.413]],
  "lowdin_charge": [-0.055, -0.567, -0.050, -0.051, -0.117, -0.471, -0.041, -0.046, -0.185, -0.033, -0.006, -0.278, -0.058, -0.143, -0.160, -0.152, -0.196, -0.075, -0.178, 0.014, 0.137, -0.045, 0.181, 0.007, -0.024, 0.074, 0.084, 0.083, 0.094, 0.064, 0.086, 0.073, 0.067, 0.081, 0.125, 0.124, 0.095, 0.056, 0.093, 0.079, 0.091, 0.085, 0.110, 0.113, 0.118, 0.130, 0.123, 0.123, 0.128, 0.136, 0.113, 0.126, 0.132, 0.180, 0.161, 0.179, 0.109, 0.105, -0.064, -0.061, 0.000, -0.080, -0.081, -0.003, -0.277, 0.107, -0.084, -0.001, -0.053, -0.052, 0.000, -0.083, -0.277, 0.110, 0.099, 0.105, 0.121, 0.120, 0.121, 0.109, 0.109, 0.121, -0.064, -0.080, -0.006, -0.078, -0.075, 0.002, -0.276, 0.116, -0.083, 0.003, -0.048, -0.049, 0.001, -0.085, -0.276, 0.107, 0.104, 0.090, 0.118, 0.123, 0.123, 0.111, 0.111, 0.122, -0.053, -0.046, 0.007, -0.078, -0.085, -0.007, -0.265, 0.069, -0.084, -0.009, -0.055, -0.046, 0.007, -0.077, -0.275, 0.122, 0.109, 0.112, 0.125, 0.113, 0.110, 0.108, 0.112, 0.125],
  "max_force_ev_per_a": 0.600,
  "homo_ha": -0.392,
  "gap_ev": 7.79,
  "e_lumo_ev": -2.88,
  "total_charge": 1
}



Entry 2:
{
  "formula": "C63H60N12O6",
  "method": "ωB97M-V/def2-TZVPD",
  "elements": ["C", "C", "C", "C", "C", "C", "N", "O", "O", "H", "H", "H", "H", "H", "C", "C", "C", "C", "C", "C", "N", "O", "O", "H", "H", "H", "H", "H", "C", "C", "C", "C", "C", "C", "N", "O", "O", "H", "H", "H", "H", "H", "N", "C", "C", "C", "C", "C", "H", "H", "H", "H", "H", "N", "C", "C", "C", "C", "C", "H", "H", "H", "H", "H", "N", "C", "C", "C", "C", "C", "H", "H", "H", "H", "H", "N", "C", "C", "C", "C", "C", "H", "H", "H", "H", "H", "N", "C", "C", "C", "C", "C", "H", "H", "H", "H", "H", "N", "C", "C", "C", "C", "C", "H", "H", "H", "H", "H", "N", "C", "C", "C", "C", "C", "H", "H", "H", "H", "H", "N", "C", "C", "C", "C", "C", "H", "H", "H", "H", "H", "N", "C", "C", "C", "C", "C", "H", "H", "H", "H", "H"],
  "positions_angstrom": [[4.209, -4.069, -1.351], [5.575, -4.178, -1.203], [6.342, -3.009, -1.314], [5.670, -1.761, -1.475], [4.263, -1.696, -1.571], [3.527, -2.876, -1.447], [6.502, -0.561, -1.539], [6.077, 0.405, -2.147], [7.660, -0.557, -1.081], [3.510, -4.888, -1.264], [6.005, -5.167, -1.154], [7.402, -3.188, -1.418], [3.716, -0.777, -1.723], [2.447, -2.864, -1.448], [-4.556, -1.051, -2.605], [-5.335, -0.903, -1.460], [-4.930, -1.495, -0.281], [-3.720, -2.261, -0.220], [-2.934, -2.396, -1.410], [-3.319, -1.764, -2.621], [-3.346, -2.895, 1.056], [-3.931, -2.556, 2.097], [-2.482, -3.776, 0.964], [-4.777, -0.507, -3.511], [-6.272, -0.365, -1.478], [-5.556, -1.285, 0.573], [-1.991, -2.920, -1.436], [-2.565, -1.731, -3.393], [0.542, 5.181, -1.841], [-0.678, 5.146, -2.458], [-0.856, 5.775, -3.686], [0.272, 6.379, -4.346], [1.542, 6.354, -3.719], [1.695, 5.643, -2.508], [-0.015, 7.046, -5.676], [0.982, 7.238, -6.415], [-1.157, 7.150, -6.058], [0.541, 4.832, -0.819], [-1.540, 4.698, -1.986], [-1.879, 5.889, -4.013], [2.396, 6.900, -4.091], [2.647, 5.719, -2.004], [-4.749, 0.583, 4.566], [-3.898, 0.892, 3.562], [-2.531, 1.059, 3.736], [-2.098, 0.948, 5.074], [-2.959, 0.598, 6.149], [-4.311, 0.453, 5.848], [-4.345, 0.906, 2.579], [-1.799, 1.231, 2.960], [-1.034, 0.970, 5.259], [-2.510, 0.293, 7.083], [-5.033, 0.100, 6.570], [0.283, -1.640, 4.202], [-0.673, -2.333, 3.618], [-0.837, -3.734, 3.777], [0.014, -4.400, 4.590], [1.029, -3.702, 5.172], [1.136, -2.302, 5.027], [-1.434, -1.738, 3.134], [-1.622, -4.328, 3.334], [-0.160, -5.463, 4.667], [1.732, -4.219, 5.809], [1.889, -1.706, 5.520], [-2.084, 2.537, 0.635], [-2.442, 1.984, -0.566], [-3.854, 2.008, -0.919], [-4.734, 2.762, -0.156], [-4.274, 3.559, 0.889], [-2.923, 3.373, 1.251], [-1.711, 1.260, -0.893], [-4.224, 1.546, -1.823], [-5.794, 2.720, -0.359], [-4.941, 4.207, 1.437], [-2.514, 3.765, 2.171], [-0.935, 5.251, 4.057], [-0.812, 4.876, 5.325], [0.184, 3.984, 5.751], [0.986, 3.389, 4.710], [0.766, 3.650, 3.334], [-0.155, 4.639, 3.068], [-1.463, 5.388, 6.019], [0.361, 3.766, 6.794], [1.655, 2.601, 5.023], [1.288, 3.140, 2.538], [-0.294, 5.092, 2.097], [2.851, -6.367, 2.648], [1.708, -6.544, 1.978], [0.968, -5.531, 1.341], [1.478, -4.275, 1.283], [2.699, -4.008, 1.972], [3.312, -5.101, 2.623], [1.469, -7.597, 1.993], [-0.029, -5.699, 0.960], [0.954, -3.427, 0.866], [3.107, -3.012, 2.068], [4.275, -4.895, 3.065], [4.376, 1.055, 1.123], [5.250, 1.778, 1.794], [5.371, 1.706, 3.182], [4.527, 0.860, 3.835], [3.549, 0.090, 3.200], [3.621, 0.206, 1.827], [5.877, 2.496, 1.287], [6.126, 2.325, 3.644], [4.629, 0.713, 4.900], [3.002, -0.664, 3.747], [2.974, -0.459, 1.274], [0.593, -0.615, -2.159], [0.413, -1.240, -0.954], [0.307, -0.547, 0.279], [0.681, 0.763, 0.228], [1.071, 1.466, -0.952], [0.936, 0.711, -2.130], [0.305, -2.314, -0.945], [0.045, -1.072, 1.186], [0.577, 1.291, 1.164], [1.383, 2.488, -0.798], [1.267, 1.092, -3.085], [-1.936, 3.671, -5.262], [-1.706, 2.602, -4.510], [-1.531, 1.316, -5.065], [-1.648, 1.111, -6.443], [-1.887, 2.239, -7.213], [-2.055, 3.478, -6.618], [-1.663, 2.709, -3.436], [-1.318, 0.492, -4.400], [-1.718, 0.108, -6.836], [-2.113, 2.072, -8.255], [-2.225, 4.336, -7.252], [0.069, -4.146, -3.007], [0.036, -3.393, -4.143], [-0.844, -3.809, -5.204], [-1.532, -5.045, -5.117], [-1.470, -5.703, -3.905], [-0.674, -5.239, -2.899], [0.604, -2.482, -4.260], [-0.877, -3.260, -6.134], [-2.165, -5.390, -5.921], [-2.256, -6.429, -3.754], [-0.623, -5.733, -1.940]],
  "lowdin_charge": [-0.090, -0.056, 0.019, -0.126, 0.008, -0.075, -0.345, 0.059, 0.051, 0.107, 0.110, 0.117, 0.102, 0.072, -0.081, -0.101, 0.004, -0.099, 0.009, -0.039, -0.315, 0.074, 0.046, 0.098, 0.113, 0.118, 0.080, 0.084, -0.018, -0.035, 0.059, -0.039, 0.064, 0.054, -0.313, 0.085, 0.103, 0.114, 0.121, 0.121, 0.134, 0.135, 0.051, -0.162, -0.077, -0.075, -0.057, -0.134, 0.087, 0.078, 0.081, 0.096, 0.099, 0.053, -0.162, -0.066, -0.100, -0.067, -0.127, 0.081, 0.095, 0.118, 0.105, 0.091, 0.050, -0.103, -0.060, -0.086, -0.038, -0.161, 0.072, 0.074, 0.108, 0.110, 0.080, 0.049, -0.164, -0.044, -0.054, -0.077, -0.156, 0.102, 0.097, 0.090, 0.083, 0.084, 0.065, -0.143, -0.082, -0.091, -0.047, -0.147, 0.102, 0.098, 0.077, 0.087, 0.098, 0.073, -0.149, -0.066, -0.091, -0.045, -0.173, 0.106, 0.106, 0.105, 0.076, 0.078, 0.073, -0.143, -0.057, -0.118, -0.045, -0.161, 0.063, 0.089, 0.086, 0.083, 0.094, 0.123, -0.111, -0.029, -0.030, -0.048, -0.070, 0.088, 0.091, 0.118, 0.118, 0.119, 0.050, -0.117, -0.061, -0.065, -0.083, -0.169, 0.081, 0.083, 0.105, 0.108, 0.103],
  "max_force_ev_per_a": 3.852,
  "homo_ha": [-0.395, -0.395],
  "gap_ev": [6.42, 2.32],
  "e_lumo_ev": [-4.34, -8.44],
  "multiplicity": 2,
  "total_charge": 1
}